No. 1
ORCA calculation (ωB97M-V/def2-TZVPD) on C15H27BrF7N2O2P as an isolated structure.

CARTESIAN COORDINATES (ANGSTROEM)
Br  5.737  -1.814  1.666
P  2.609  0.121  -0.232
F  -0.887  -3.211  -1.078
F  1.610  2.927  2.962
F  0.906  1.610  4.741
F  1.229  -3.410  -2.935
F  2.914  -1.986  -2.572
F  -0.619  2.732  3.521
F  1.945  -3.189  -0.819
O  -1.144  3.886  -2.967
O  2.716  1.658  0.522
N  -1.936  -1.120  -1.420
N  -2.777  -2.411  1.044
C  0.644  -1.299  -1.749
C  -4.034  -2.363  1.851
C  3.542  -1.043  0.988
C  0.264  3.571  -2.872
C  -1.728  -0.348  -0.150
C  0.832  -0.546  -0.314
C  -0.345  0.522  -0.175
C  -0.787  -1.997  -1.811
C  0.362  0.806  2.438
C  0.634  2.047  3.428
C  -0.370  1.394  1.156
C  -0.523  1.527  -1.411
C  1.719  -2.458  -1.989
C  -1.943  -1.191  1.181
C  0.627  2.595  -1.620
H  -0.381  0.145  3.012
H  -2.489  -0.495  1.920
H  -0.665  1.004  -2.426
H  -4.692  -1.552  1.412
H  -4.528  -3.394  1.746
H  -2.191  -3.190  1.393
H  -1.526  3.128  -3.461
H  -2.775  -1.743  -1.381
H  -0.969  -2.289  -2.908
H  0.538  2.970  -3.815
H  -2.551  0.459  -0.149
H  -0.979  -1.487  1.719
H  3.397  1.625  1.228
H  4.517  -0.471  1.321
H  0.827  3.290  -0.749
H  3.819  -2.027  0.519
H  -1.518  2.078  -1.224
H  0.755  -1.395  0.461
H  1.645  2.146  -1.912
H  -3.767  -2.220  2.946
H  0.929  4.505  -2.859
H  -1.479  1.518  1.440
H  0.003  2.471  1.025
H  1.282  0.174  2.260
H  -2.125  -0.510  -2.243
H  0.792  -0.564  -2.619
H  2.936  -1.188  1.955

Computed properties:
Kohn-Sham gap, eV: 3.77
2S+1: 1
Total charge: 0
E_tot, eV: -121415.751
LUMO level, eV: -1.51

No. 2
ORCA calculation (ωB97M-V/def2-TZVPD) on a 2-piece molecular cluster, C3H10N2O2 overall.

CARTESIAN COORDINATES (ANGSTROEM)
O  0.390  -0.881  -3.103
O  0.474  -0.447  2.300
N  -1.286  -1.197  -0.594
N  0.493  0.985  0.450
C  1.720  1.463  0.991
C  -0.005  -0.058  1.228
C  -1.322  -0.436  0.684
H  -0.230  -0.322  -3.624
H  0.401  1.109  -0.540
H  1.611  1.476  2.109
H  -0.059  -0.617  -2.234
H  1.907  2.485  0.749
H  2.477  0.703  0.918
H  -2.209  -1.608  -0.675
H  -1.875  0.477  0.421
H  -0.711  -1.981  -0.448
H  -1.774  -1.150  1.368

Computed properties:
Kohn-Sham gap, eV: 10.46
Structure (SMILES): CNC(=O)CN.O
2S+1: 1
Total charge: 0
E_tot, eV: -10347.722
LUMO level, eV: 0.59
Relative energy (zero: lowest compared OMol25 entry of this formula, charge and spin), kcal per mole: 40.7

Respective strongest force on any atom values: 0.1135 0.0569 Eh/bohr.